This record from the OMol25 dataset describes the molecule C5H12N2 at a distorted geometry. The level of theory is ωB97M-V/def2-TZVPD.

```
19
Properties=species:S:1:pos:R:3:forces:R:3:nbo_charge:R:1
C -1.964539 -0.019759 -1.688116 0.629 -0.430 0.106 -0.607
C -2.109219 -0.148544 -0.164438 0.542 0.347 -1.167 -0.383
C -0.849571 -0.729065 0.491974 -1.376 0.681 1.070 -0.405
C 0.291686 0.271111 0.501109 0.853 -0.432 -1.433 -0.247
N 3.199091 0.142432 0.255078 -0.906 -0.681 1.583 -0.859
C 2.450454 0.184195 1.437528 0.416 1.091 -0.023 0.287
N 1.199955 0.184389 1.620289 -0.182 -0.322 0.192 -0.478
H -1.733376 -0.983046 -2.155783 -0.183 -0.083 0.131 0.196
H -1.093137 0.596162 -1.908258 -0.139 0.322 -0.202 0.194
H -2.850262 0.373604 -2.176579 -0.050 0.212 0.008 0.209
H -3.005445 -0.728996 0.017612 -0.099 -0.118 0.473 0.202
H -2.214607 0.871625 0.210174 -0.429 -0.112 0.289 0.193
H -1.133050 -0.906204 1.530344 0.199 -0.262 0.141 0.214
H -0.603397 -1.683445 0.039397 0.347 -0.125 -0.053 0.198
H 0.771141 0.132285 -0.476326 0.358 -0.018 -0.075 0.142
H -0.000571 1.322564 0.425878 -0.643 -0.083 0.405 0.200
H 3.917907 0.841854 0.271776 0.171 -0.126 -0.858 0.396
H 2.653613 -0.143969 -0.535603 0.494 0.633 -0.632 0.389
H 3.073325 0.422807 2.303943 -0.004 -0.494 0.045 0.156
```
Positions in Å, forces in eV/Å.

Summary:
Net charge: 0
Max |F|: 0.0379 hartree/bohr
Relative energy (zero: lowest compared OMol25 entry of this formula, charge and spin): 100.4 kJ/mol
SMILES: CCCC/N=C\N
M: 100.2 g/mol
HOMO energy: -0.3368 Eh
LUMO level: 0.960 eV

This record from the OMol25 dataset describes a structure of composition C22H22N3O3PdS4. The level of theory is ωB97M-V/def2-TZVPD.

```
55
Properties=species:S:1:pos:R:3:forces:R:3:nbo_charge:R:1
Pd 2.936430 0.361323 0.594646 0.046 0.064 0.066 0.499
C -3.474068 -1.999197 1.730123 0.005 -0.007 -0.004 -0.252
O -3.769597 -0.883148 0.886345 -0.014 0.004 -0.001 -0.535
C -3.321810 -1.069708 -0.404112 0.045 0.016 -0.008 0.228
C -4.065301 -1.792279 -1.315825 -0.009 -0.004 0.006 -0.239
C -3.592263 -1.990456 -2.606800 -0.009 -0.003 0.001 -0.251
C -2.359244 -1.467243 -2.958977 0.008 0.003 -0.007 -0.189
C -1.609398 -0.732993 -2.050202 0.013 0.014 0.014 -0.294
C -2.089742 -0.504558 -0.762195 -0.050 -0.049 -0.011 0.211
N -1.423249 0.249336 0.207231 0.012 0.003 0.024 -0.653
C -0.063358 0.587894 0.087151 0.027 0.040 0.054 0.633
N 0.149897 1.506643 -0.862606 0.000 0.032 -0.004 -0.593
C 1.348489 2.070135 -1.352899 0.011 -0.066 0.039 0.104
C 2.630981 1.724752 -0.912119 -0.030 0.107 -0.020 -0.237
C 3.658599 2.476078 -1.513877 0.007 -0.044 0.014 -0.250
C 3.444585 3.454545 -2.470115 -0.011 0.019 -0.023 -0.219
C 2.157834 3.748515 -2.899256 0.013 -0.004 0.002 -0.286
C 1.120303 3.045854 -2.334384 -0.019 0.010 -0.026 0.218
O -0.197907 3.309859 -2.709919 0.015 -0.006 0.004 -0.547
C -0.545157 2.702584 -3.945903 -0.007 -0.002 -0.010 -0.241
N 0.852491 0.077427 0.840187 -0.102 -0.122 -0.089 -0.584
C 0.426670 -0.995196 1.682311 0.025 -0.010 0.039 0.194
C 0.568137 -2.311664 1.258493 0.015 0.068 -0.025 -0.227
C 0.191234 -3.360259 2.076737 -0.024 -0.019 0.051 -0.220
C -0.331569 -3.101546 3.339137 0.017 -0.045 -0.031 -0.227
C -0.485184 -1.794180 3.765337 0.017 0.077 0.004 -0.241
C -0.113126 -0.738808 2.940822 0.019 -0.015 -0.006 0.231
O -0.342929 0.546697 3.368908 0.000 -0.016 0.032 -0.546
C 0.841121 1.308906 3.654905 -0.017 -0.013 0.017 -0.257
H -3.776029 -1.720422 2.737102 0.003 0.001 0.000 0.193
H -2.404908 -2.227315 1.721112 -0.008 0.001 -0.003 0.195
H -4.031331 -2.883249 1.408165 -0.002 0.002 0.001 0.168
H -5.017431 -2.197865 -0.995966 0.000 -0.001 -0.003 0.216
H -4.175850 -2.555690 -3.321118 -0.001 0.000 0.002 0.208
H -1.962795 -1.632867 -3.952681 0.001 0.002 0.001 0.209
H -0.640113 -0.349653 -2.337515 0.009 0.007 0.001 0.230
H -1.721081 0.048360 1.150789 -0.002 0.029 -0.002 0.424
H -0.683203 1.946314 -1.223320 -0.001 0.001 0.003 0.424
H 4.680238 2.296320 -1.212336 0.001 -0.003 0.007 0.231
H 4.288273 3.997925 -2.879097 0.003 -0.003 0.002 0.200
H 1.951675 4.510652 -3.640746 -0.001 0.001 0.001 0.207
H -1.590267 2.940333 -4.138219 0.001 0.000 0.000 0.186
H -0.422440 1.615771 -3.897922 0.000 0.002 0.004 0.171
H 0.074123 3.088328 -4.759713 0.000 0.002 0.004 0.173
H 1.026165 -2.489964 0.293790 -0.004 -0.001 -0.003 0.232
H 0.327530 -4.379700 1.740245 0.000 -0.001 0.000 0.212
H -0.611044 -3.918037 3.993019 0.000 -0.003 -0.003 0.207
H -0.889376 -1.560795 4.742344 0.001 0.002 -0.001 0.218
H 0.521923 2.135626 4.286617 -0.008 0.012 -0.023 0.181
H 1.298476 1.689276 2.741435 0.014 -0.015 -0.010 0.198
H 1.571904 0.695840 4.185247 -0.010 -0.002 0.000 0.200
S 3.369019 -0.894448 2.617652 -0.037 -0.063 -0.143 -0.537
S 4.906133 -2.135319 2.028057 -0.030 0.060 0.029 -0.067
S 6.228362 -0.697169 1.442659 0.030 0.097 -0.031 -0.093
S 5.139179 0.248434 -0.062741 0.039 -0.160 0.065 -0.415
```
Positions in Å, forces in eV/Å.

Summary:
Net charge: -1
Max |F|: 0.0036 hartree/bohr
Relative energy (zero: lowest compared OMol25 entry of this formula, charge and spin): 19.0 kJ/mol
M: 611.1 g/mol
HOMO energy: -0.1345 Eh
LUMO level: 2.477 eV

This record from the OMol25 dataset describes a cluster of 5 separate species, C2H15NO4 in total at a distorted geometry. The level of theory is ωB97M-V/def2-TZVPD.

```
22
Properties=species:S:1:pos:R:3:forces:R:3:nbo_charge:R:1
C 0.738970 1.793740 -1.088257 -0.591 -0.766 0.986 -0.434
N 1.081757 1.083273 0.255933 -0.017 2.090 -1.681 -0.660
C 0.094987 1.481594 1.277556 -1.218 1.227 -0.068 -0.429
H -0.086076 1.200428 -1.538029 0.399 0.306 0.218 0.185
H 0.318709 2.839850 -0.937782 0.889 -1.084 -0.111 0.188
H 1.559443 1.743924 -1.835047 -0.313 0.221 0.791 0.214
H 2.018064 1.401720 0.553492 -0.783 0.017 -0.210 0.362
H -0.306292 2.595013 1.205422 1.389 -1.714 0.161 0.156
H 0.524691 1.255052 2.258454 -0.369 0.268 -0.171 0.225
H -0.862866 0.927775 1.187263 0.872 -0.187 0.007 0.214
H 1.277365 -2.086848 -1.127250 -0.239 0.329 -0.475 0.489
H 1.626608 -0.662545 -0.401632 -0.597 -1.277 -0.271 0.500
O 1.579376 -1.658362 -0.330686 0.696 0.917 0.739 -1.004
H -1.012813 -3.216385 -1.145976 -0.010 -0.016 0.311 0.476
H -2.078953 -2.620486 -2.095132 2.089 -0.466 0.171 0.480
O -1.106664 -2.891608 -2.042802 -1.992 0.565 -0.397 -0.955
H -1.947604 0.491283 -0.612770 0.932 1.229 -0.563 0.467
H -3.382886 0.362480 -0.042343 0.725 -0.149 -0.251 0.474
O -2.571530 -0.119292 -0.286656 -1.775 -1.170 0.714 -0.938
H 0.923047 -1.191651 1.481017 -1.206 -0.523 0.803 0.493
H 1.178531 -1.401656 2.919642 0.654 -0.252 1.092 0.454
O 0.434136 -1.327300 2.345584 0.464 0.435 -1.795 -0.956
```
Positions in Å, forces in eV/Å.

Summary:
Net charge: 0
Max |F|: 0.0522 hartree/bohr
Relative energy (zero: lowest compared OMol25 entry of this formula, charge and spin): 156.2 kJ/mol
SMILES: CNC.O.O.O.O
M: 117.1 g/mol
HOMO energy: -0.3578 Eh
LUMO level: 0.609 eV

This record from the OMol25 dataset describes the molecule C5H8O2. The level of theory is ωB97M-V/def2-TZVPD.

```
15
Properties=species:S:1:pos:R:3:forces:R:3:nbo_charge:R:1
O -1.492507 0.231876 2.092368 -0.017 -0.292 0.098 -0.715
C -1.569774 0.623388 0.735007 -0.051 0.159 -0.343 -0.056
C -0.237803 0.540557 0.003657 0.040 0.046 -0.010 -0.430
C 0.360120 -0.859412 -0.144370 -0.110 0.018 0.064 -0.393
C 1.632518 -0.814004 -0.966143 0.108 0.118 -0.082 -0.548
C 2.072141 0.319679 -1.468726 0.198 0.535 -0.233 0.713
O 2.440211 1.341031 -1.905220 -0.230 -0.867 0.321 -0.465
H -1.517042 -0.730508 2.130113 0.041 0.120 0.078 0.464
H -1.896251 1.668458 0.740065 0.006 -0.152 0.007 0.183
H -2.338234 0.046505 0.196330 0.116 0.044 0.113 0.156
H 0.484452 1.177517 0.529813 -0.093 -0.041 -0.063 0.212
H 0.582302 -1.280006 0.845909 -0.027 0.077 -0.148 0.208
H -0.363882 -1.534916 -0.623518 0.093 0.130 0.053 0.203
H -0.380905 0.969980 -0.997685 -0.010 -0.013 0.122 0.207
H 2.224654 -1.700145 -1.167599 -0.064 0.118 0.023 0.262
```
Positions in Å, forces in eV/Å.

Summary:
Net charge: 0
Max |F|: 0.0185 hartree/bohr
Relative energy (zero: lowest compared OMol25 entry of this formula, charge and spin): 131.9 kJ/mol
SMILES: O=C=CCCCO
M: 100.1 g/mol
HOMO energy: -0.3276 Eh
LUMO level: 0.737 eV

| no. | total energy (a.u.) |
| --- | --- |
| 1 | -307.19111 |
| 2 | -2962.27181 |
| 3 | -440.86447 |
| 4 | -345.75474 |